# 1
Here is CHI3 as an isolated structure from OMol25. Energies are from ωB97M-V/def2-TZVPD.

XYZ file:
```
5
CHI3 ωB97M-V/def2-TZVPD
H -0.2494 1.6972 0.2690
I -1.2452 -0.2448 2.0302
I 2.3108 -1.6571 -1.2094
I -0.4768 -0.4265 -1.4034
C -0.3394 0.6312 0.3136
```

Calculated values
E_HOMO (alpha / beta)   -0.3190 / -0.3244 Ha
Energy relative to the best compared isomer or geometry (same formula, charge and spin)   35.2 kcal/mol
LUMO (alpha / beta)   -0.0516 / -0.0781 hartree


# 2
Here is a 2-piece molecular cluster, ClN3O2 overall from OMol25. Energies are from ωB97M-V/def2-TZVPD.

XYZ file:
```
6
ClN3O2 ωB97M-V/def2-TZVPD
O -1.8272 1.1773 -0.6028
N -1.4628 0.4478 0.1990
N 1.5508 -0.3134 -0.5684
N -1.2216 -0.2928 0.9880
O 1.8052 -1.3821 -0.2296
Cl 2.6801 0.9077 0.2469
```

Calculated values
E_HOMO (alpha / beta)   -0.3316 / -0.4428 Ha
Energy relative to the best compared isomer or geometry (same formula, charge and spin)   0.0 kcal/mol
2S+1   3
LUMO (alpha / beta)   0.0086 / -0.1253 hartree


# 3
Here is a 8-piece molecular cluster, C40H38Cl2F6O overall from OMol25. Energies are from ωB97M-V/def2-TZVPD.

XYZ file:
```
87
C40H38Cl2F6O ωB97M-V/def2-TZVPD
H 2.5562 2.5482 3.1137
H -3.3601 -7.0053 2.4691
C 2.7410 2.4831 2.0516
H 6.6922 -1.1773 0.0128
H 2.4285 0.1567 -6.4906
C -6.8288 3.4419 2.6452
H 0.8340 -1.8755 0.2221
C -1.1114 1.7828 -1.8155
H 1.3693 -2.5786 -2.5334
C -5.7009 3.3825 1.7632
C -1.8628 -1.8422 2.2181
H -0.7614 4.0775 -4.8922
H 0.3080 -6.0359 0.4946
C -6.6605 3.1936 4.0454
H -3.4671 1.9954 3.8479
H 1.1057 1.1852 -4.5342
Cl -0.5542 4.3808 2.2412
Cl -2.4102 5.7682 0.4926
C -1.4809 5.8555 1.9975
H -0.9930 -6.6187 -0.6881
H -1.6581 1.8504 -5.1718
H -2.2435 6.0587 2.7493
F 2.9916 -3.6450 -4.3487
C -1.5112 -6.8772 1.3008
C 4.0678 -3.1463 -0.7251
C -5.4625 2.5646 4.3865
C 1.6623 -1.9722 -3.3777
C -0.0381 -0.1583 1.1645
C 0.0591 -1.5427 0.8968
C 3.6731 -3.4653 0.5511
C -0.7515 -6.1377 0.2597
C 2.1193 -0.3935 -5.6141
C 4.4552 -3.1343 1.6393
H 6.0986 -1.9215 2.3837
H -3.6184 -6.8863 0.7325
C 2.9739 3.4851 -0.2318
C -0.9916 0.3471 2.0913
H -7.7919 3.7223 2.2450
C 1.4208 0.1524 -4.5137
C 2.6460 -1.6426 -5.5066
C -2.9974 -6.5334 1.5559
F -5.9051 3.7745 0.4694
C -0.9171 3.4321 -4.0403
H -0.8439 -3.4371 1.1108
H -2.0769 0.4501 -3.3318
C 5.9499 -1.9360 0.2120
H 3.6071 2.1255 -1.7685
H -1.2431 1.0452 -1.0376
C -1.9572 -0.4858 2.6101
C 1.0713 -0.6561 -3.4072
C -1.4037 2.1657 -4.1707
H -3.2023 -5.4663 1.6425
C -0.5127 3.0295 -1.6110
H 3.2211 -2.0869 -6.3056
H 5.5063 -2.1083 -1.9212
H 2.8473 0.2609 1.9335
H -0.9821 1.4247 2.1615
H -0.7905 6.6989 1.9913
C 5.5733 -2.2894 1.5147
C 5.2641 -2.3729 -0.9026
H -5.3971 2.2470 5.4166
O -0.9874 -7.7490 1.9867
H 0.4860 0.4661 0.4561
H 2.4347 4.5069 1.6157
C 2.6571 3.5428 1.1828
H -1.2289 -5.1584 0.2264
C 3.3661 2.2497 -0.7231
H -2.6980 -0.0703 3.2771
C 2.9349 1.2329 1.4709
F 3.5347 -0.0686 -0.4106
C -0.4077 3.8360 -2.7875
H 3.4853 -3.6639 -1.4729
H 3.9984 -3.4229 2.5744
H -3.5454 2.7387 1.6284
C -4.3812 2.4323 3.4741
C 2.4536 -2.4125 -4.3911
C -4.4432 2.9063 2.2049
H 2.8849 4.3626 -0.8551
H -7.4858 3.2698 4.7377
F 2.5067 -4.0953 0.8495
C -0.8935 -2.3978 1.4003
F 0.3428 4.9281 -2.7694
H -0.1746 3.3612 -0.6404
C -1.6174 1.3905 -3.0653
C 3.2412 1.1153 0.1226
F -2.7419 -2.6515 2.7593
H 0.5225 -0.3066 -2.5451
```

Calculated values
E_HOMO   -0.3291 Ha
Structure (SMILES)   Fc1ccccc1.Fc1ccccc1.Fc1ccccc1.Fc1ccccc1.Fc1ccccc1.Fc1ccccc1.CC(C)=O.ClCCl
LUMO   0.0164 hartree


# 4
Here is one molecule with the formula CH3N2O2P from OMol25. Energies are from ωB97M-V/def2-TZVPD.

XYZ file:
```
9
CH3N2O2P ωB97M-V/def2-TZVPD
N -2.2767 1.8325 0.5099
C 0.0678 0.1051 -0.0488
H 0.4465 -0.3954 0.7641
P -0.6730 2.2176 0.2542
O -0.6859 3.5154 -2.0753
H -0.9039 -0.1688 -0.4362
H 0.7377 0.4513 -0.7595
N -0.3071 2.6113 -1.3496
O -3.2188 2.5473 0.3752
```

Calculated values
E_HOMO (alpha / beta)   -0.3018 / -0.2953 Ha
Energy relative to the best compared isomer or geometry (same formula, charge and spin)   111.5 kcal/mol
2S+1   3
LUMO (alpha / beta)   -0.0717 / -0.0585 hartree


# 5
Here is a 17-piece molecular cluster, H34O17 overall from OMol25. Energies are from ωB97M-V/def2-TZVPD.

XYZ file:
```
51
H34O17 ωB97M-V/def2-TZVPD
O 1.3975 -2.5642 -1.6961
H 1.5088 4.3646 0.8201
H -4.2180 3.6160 -1.2100
O -0.2057 5.2654 0.4809
O -4.0575 2.9235 -0.4174
H 1.6150 0.9678 -3.1488
O -5.3416 -0.6903 1.3523
H -2.3556 -4.8123 -1.5137
H -0.6698 5.5906 -0.4430
H -0.6755 4.4754 0.5465
H -4.5746 3.0066 0.4030
O 1.1272 2.7223 -3.4089
O 0.4478 -5.0954 -0.5229
H 0.5576 -2.0530 1.3236
H 4.6391 -2.7588 0.1883
H 0.5049 2.3064 -3.9210
O -3.0101 -4.2563 -1.4452
O 2.2844 2.1235 3.5362
H 2.3509 1.7109 2.7742
O -0.6166 -2.7335 3.4540
H -1.7300 1.3208 -1.4042
H 2.1822 3.1425 3.3021
H 3.1907 0.7697 1.0676
H 0.8030 -4.2906 -0.0194
H -0.1281 -1.7436 0.1038
O 2.2098 3.8498 0.3270
H 1.0674 -1.9184 -4.0751
O 2.2016 0.8531 1.2765
H -1.2727 -2.1127 3.4887
O -2.0828 1.9814 -1.9030
O -0.7163 1.0212 5.0777
H 2.0405 2.7476 -3.7693
O 0.2054 -1.2882 0.8390
O 3.8634 -3.1882 0.5432
H -0.1781 1.5748 5.1649
H -0.7564 0.1492 5.2376
H 1.7034 3.7661 -0.5442
H -3.0177 -3.8342 -0.6146
H 4.0898 -3.5919 1.3054
H 1.8539 -3.1893 -1.1716
H 1.2116 -1.7872 -1.5577
H 0.5349 -4.8647 -1.3962
H 0.3996 0.5351 -2.1864
H -4.7948 -0.0389 1.7472
H 1.9553 0.0051 1.4779
O 1.1298 0.2909 -2.7204
O 1.0146 -1.4712 -4.8667
H 0.4858 -0.6208 -4.6522
H -5.0881 -1.5320 1.4943
H -0.2938 -2.8837 2.5877
H -2.7921 2.2389 -1.3122
```

Calculated values
E_HOMO   -0.3895 Ha
Energy relative to the best compared isomer or geometry (same formula, charge and spin)   225.5 kcal/mol
LUMO   -0.0171 hartree


# 6
Here is C56H70N12O3SSeTaTe as an isolated structure from OMol25. Energies are from ωB97M-V/def2-TZVPD.

XYZ file:
```
145
C56H70N12O3SSeTaTe ωB97M-V/def2-TZVPD
H -0.2359 1.6144 7.4369
H -3.9530 -2.0826 -1.6070
H -0.6034 -5.8724 7.1617
H -1.0597 0.0537 7.3575
C -4.2576 4.1092 1.0506
C 2.3337 -1.9500 0.9721
H 7.4025 -4.5460 0.4309
N -2.3282 -1.3660 1.0961
H 5.7038 -6.0473 1.4255
H 0.9645 7.4229 -4.6045
C 4.0973 -0.3552 1.3931
H 3.2621 1.8898 0.0399
H 6.9441 -4.6112 2.9599
N -1.1988 0.9464 -2.0204
C 4.9603 -1.4426 1.4202
Ta -0.0831 0.3043 0.8062
C 1.9612 1.1797 -3.1319
C 4.9423 -5.2772 1.2932
H -1.9206 7.9783 0.4948
C 3.2203 -3.0120 1.0207
C -4.3871 5.0236 2.0879
N -1.9009 0.7448 -3.0766
C 1.1990 1.2397 5.0242
H 4.1713 -5.4321 2.0502
H 3.9718 1.5462 -2.9503
H 6.4252 0.5805 2.6620
C -1.4443 -2.0847 3.2310
H 1.8200 6.1946 -1.7990
N 1.0318 1.6411 -3.9929
C 0.4226 5.7629 -3.3643
C 0.1564 -4.3278 5.8409
C -2.1596 4.5134 2.8257
C 3.0936 2.4668 -4.7192
H -5.0862 3.9241 0.3786
H 2.8315 -4.0034 0.8354
C 1.3400 -3.9828 6.7527
C -0.1066 -1.7973 5.5575
Se 0.4913 -2.1951 0.5434
C -3.0706 3.4150 0.8854
H 1.0290 -3.3782 7.6057
H 1.1813 1.4397 3.9571
N -1.5941 0.1297 -1.0358
H -3.0899 6.1506 -4.9150
H 1.9765 0.5038 5.2414
H -0.1398 8.2873 2.1948
H 0.3758 -1.6655 6.5141
H -1.0697 2.6706 5.5794
O 0.0524 2.7454 2.5687
C 4.3276 1.8649 0.2502
N -0.5353 2.1552 0.4802
H -0.8726 7.8082 -6.8105
H 3.8072 2.1592 -5.4826
O 1.7371 0.2918 1.2183
C -3.0140 4.1204 -3.1750
H 3.0022 4.9580 1.3714
C 0.6383 -5.3549 4.8036
H 4.8310 1.3852 -0.5932
C 2.2043 4.5287 0.7659
C 1.6370 2.2666 -5.1666
C 1.0079 5.4420 0.7326
C -0.4177 -0.6492 4.8393
C -0.1692 0.7151 5.4832
C 4.5587 -2.7724 1.2821
H -5.3130 5.5715 2.2099
H 6.6681 0.6689 0.9019
C 1.8041 5.6805 -2.7627
C 6.6539 -3.7569 0.3318
Te -0.1538 3.4309 -1.3337
C 0.9493 6.5491 1.5754
H 6.4657 2.1459 1.8470
H 1.7791 -4.9024 7.1417
H -3.4311 5.9434 3.7783
H 0.1192 1.2082 -4.0411
N -2.9279 -3.3494 1.8435
H 1.3129 -4.8850 4.0851
H 1.9381 3.5676 1.2066
H -2.2517 1.3490 5.4729
H -2.7152 3.0787 -3.2286
S 1.7424 0.2367 -1.7682
H 4.4977 -5.4139 0.3060
H 6.7788 -2.8517 2.9235
H -0.1951 -5.7929 4.2538
H 1.4337 2.1765 5.5359
H 7.1648 -2.7953 0.3924
H -1.8292 -5.1882 6.0832
C -0.1051 7.4452 1.5147
N -3.4721 -3.2167 0.6687
H 5.4782 -3.8428 3.5920
H 2.5422 6.1533 -3.4104
C -0.0499 5.2237 -0.1602
H -0.9529 8.9658 -5.4827
H -3.8656 4.2639 -3.8395
C -3.0793 -2.0131 0.2215
C -0.6064 4.8910 -2.9852
C -0.1841 0.6094 7.0166
H -3.3400 4.3331 -2.1518
C 0.1643 6.7519 -4.3063
C 2.7287 -0.6329 1.2155
H 2.8876 1.8569 2.6074
C -2.0098 3.6304 1.7638
C 6.1405 1.1089 1.7501
H 4.3758 2.7712 2.8691
H 0.7162 0.1349 7.4104
H -1.2689 -4.2625 7.4823
H 1.5702 1.6063 -6.0342
H -1.8645 6.0098 -0.9852
C -1.1087 7.2666 0.5726
C -2.0990 6.0367 -4.4881
C -1.2834 1.7061 5.1139
H 2.1097 -3.4407 6.1998
N -2.8116 -0.1902 -2.8545
O -0.8776 0.1386 2.5729
C -1.0792 6.1585 -0.2535
H 4.1480 1.1965 3.6513
H 6.1961 -3.8405 -0.6554
C 5.5836 -3.8945 1.4238
C -0.9222 -0.8132 3.5285
N 3.1711 1.5924 -3.5555
N -3.3820 -1.5152 -1.0025
H -2.9686 2.6818 0.0942
H -1.3362 4.6360 3.5163
C 6.2380 -3.7915 2.8099
C -0.3701 -3.0921 5.1220
H 4.6911 2.8917 0.3468
C -2.6099 -0.5559 -1.5999
C 4.6244 1.0796 1.5363
H 2.0863 4.6397 -2.5893
H 1.1722 -6.1649 5.3036
C 3.9628 1.7680 2.7394
H 2.5776 4.3516 -0.2446
C -1.8725 5.0221 -3.5613
H -2.4210 8.1463 -6.0319
C -0.7485 2.8481 1.6357
H -1.3376 1.8707 4.0474
C -1.1541 -3.2076 3.9911
H 6.0137 -1.2479 1.5618
H 3.2926 3.5066 -4.4496
H 1.1343 3.2066 -5.3931
C -3.3385 5.2248 2.9738
H -1.5346 -4.1564 3.6415
N -2.2410 -2.2649 2.0784
C -1.3538 8.0222 -5.8541
C -1.0955 6.9159 -4.8672
H 1.7472 6.7048 2.2923
C -0.9570 -4.9504 6.6944
```

Calculated values
E_HOMO (alpha / beta)   -0.2758 / -0.2777 Ha
Energy relative to the best compared isomer or geometry (same formula, charge and spin)   40.7 kcal/mol
2S+1   2
LUMO (alpha / beta)   0.0011 / -0.0604 hartree


# 7
Here is one molecule with the formula C18H15ClN4O2S from OMol25. Energies are from ωB97M-V/def2-TZVPD.

XYZ file:
```
41
C18H15ClN4O2S ωB97M-V/def2-TZVPD
Cl -5.1885 -2.9520 -4.0676
H 3.3503 -2.1600 1.7614
C -0.5702 -2.2126 -0.8345
C 3.4007 -4.3138 0.8099
H 3.8433 -3.9972 -0.1493
C -1.8010 -2.7479 -1.4244
H -2.2613 -4.5616 -0.4291
C 0.9224 4.1976 -0.4776
H 0.3787 4.3787 2.3589
C -2.5435 -3.9125 -1.2253
N -0.1472 -0.9534 -0.9980
N 1.8164 -1.5486 0.0749
O -0.1774 4.8918 2.9465
C -1.1066 3.1003 0.2887
C -3.8439 -4.0280 -1.9626
C -0.5015 1.8859 -0.0504
H 1.4835 5.1466 -0.5870
O -1.8541 6.3907 2.6507
H -0.6424 6.4162 0.1948
C -0.4213 4.2657 0.0962
C 3.1891 -3.2435 1.8579
H 3.5360 -5.3847 1.0377
C 2.0317 -3.7848 1.1435
N 1.5546 0.5348 -0.7297
H 2.4249 0.6378 -0.2600
C -1.1282 5.5482 2.1799
C -1.1154 5.5223 0.6465
H -2.1031 2.9373 0.6703
H -1.1858 1.0135 0.1067
C 0.7863 1.7802 -0.5760
H -4.6662 -4.7826 -1.8601
N 0.1297 -3.0898 -0.1575
C 1.3665 -2.7737 0.2312
S -2.4761 -1.9313 -2.8129
H 2.4699 2.8543 -1.2939
H -2.2477 5.4656 0.4090
H 1.3165 -4.3538 1.7121
C -3.9374 -2.9893 -2.8541
C 1.4876 2.9608 -0.7747
C 1.0468 -0.6963 -0.4734
H 3.3839 -3.5110 2.8212
```

Calculated values
E_HOMO   -0.3279 Ha
Energy relative to the best compared isomer or geometry (same formula, charge and spin)   43.2 kcal/mol
Structure (SMILES)   O=C(O)Cc1ccc(Nc2nc(-c3ccc(Cl)s3)nc(C3CC3)n2)cc1
LUMO   -0.0115 hartree


# 8
Here is C21H38As2F12N5O3 as an isolated structure from OMol25. Energies are from ωB97M-V/def2-TZVPD.

XYZ file:
```
81
C21H38As2F12N5O3 ωB97M-V/def2-TZVPD
H -5.4651 -3.3741 28.2947
C -5.5573 -4.3570 27.8425
H -8.2700 -9.2199 22.1606
C 0.3080 -3.0745 24.4669
H 0.5890 -2.3940 25.2666
H 3.2019 -9.9025 21.0625
F -6.2655 -11.0731 21.2021
H -6.6716 -6.9354 23.0833
O -6.8131 -4.9210 25.2739
C -8.7528 -9.1143 21.1928
F -5.8360 -9.1676 22.7232
N 0.1046 -9.4786 22.2192
H -1.6772 -0.2049 21.3801
O -9.1327 -6.3600 22.0384
N -8.2600 -7.8370 20.5332
F -1.1002 -5.4589 23.0070
F -4.1263 -10.6901 20.0653
As -2.7003 -5.8897 23.6665
H -1.1602 -7.8635 22.0553
H -4.2391 -3.5816 26.2887
H -2.8633 -0.9595 22.5360
H -0.7673 -9.6888 24.0764
C -0.9167 -10.1373 23.0997
F -3.6764 -8.7372 21.6331
H -8.8733 -7.4384 19.8231
C -8.1109 -6.7491 21.5941
H -7.3414 -8.0802 20.1497
C 2.2515 -9.4188 21.2423
H -2.2309 -1.9142 21.3378
C 4.2075 -7.1666 20.3298
H 5.7267 -5.6993 16.4382
C 5.9269 -5.5246 17.4893
H -4.4293 -5.2020 26.2105
H -0.6104 -11.1818 23.1668
C -6.0027 -4.0844 25.4809
F -5.7673 -8.8359 20.2573
F -3.2960 -4.2695 23.2709
H 5.8023 -4.4731 17.7389
F -3.1501 -6.4260 22.0922
H -5.1456 -5.1532 28.4551
C -0.7152 -1.4625 22.7742
C -0.2031 -8.2618 21.7539
H 6.9092 -5.8753 17.7903
C -1.9324 -1.0733 21.9759
H 4.4552 -7.3846 21.3617
C 5.2265 -6.6375 19.5675
H -6.6192 -4.5766 27.7565
C -6.7495 -6.4875 22.0935
F -2.1408 -7.4884 24.0473
H 1.4441 -11.0261 22.4404
H -6.7296 -2.6854 23.9379
H 6.2228 -6.4471 19.9348
H -1.5715 -2.0695 24.5993
N 4.9203 -6.2835 18.3000
H -1.5449 -3.2178 23.4634
H 0.4225 -6.7152 20.4170
C 1.3160 -10.0386 22.0215
H -8.5969 -9.9680 20.5427
H -5.9080 -6.8254 21.4884
H -4.9766 -2.8609 24.0761
N -0.9603 -2.4930 23.9009
H 0.1425 -4.0825 24.8287
C 1.9513 -8.1813 20.6415
C -5.9132 -2.8366 24.6368
H -1.8868 -10.1385 22.6096
C 2.9409 -7.4661 19.8154
C 2.6804 -7.0342 18.5144
O 0.3591 -1.0186 22.6447
H 1.1042 -3.0551 23.7304
N -4.9112 -4.3279 26.4705
F -4.2983 -6.2457 24.3220
C 0.6876 -7.6647 20.8647
H 1.6984 -7.1075 18.0680
H 3.4874 -5.9355 16.8308
H -5.8949 -1.9203 25.2381
H -9.8147 -9.0045 21.4046
F -4.1877 -10.9473 22.5318
H -6.5583 -5.4121 22.1225
As -4.9575 -9.9117 21.3920
C 3.6728 -6.3328 17.8172
F -2.1632 -5.2622 25.1987
```

Calculated values
E_HOMO   -0.6300 Ha
Charge   +3
LUMO   -0.3142 hartree


| no. | largest force on an atom (Eh/bohr) |
| --- | --- |
| 1 | 0.03450 |
| 2 | 0.07495 |
| 3 | 0.06024 |
| 4 | 0.10376 |
| 5 | 0.35641 |
| 6 | 0.05787 |
| 7 | 0.07518 |
| 8 | 0.06167 |